The following is a quantum chemistry calculation of 11 unconnected molecules or ions with the total composition C7H33NO10 in a non-equilibrium geometry, from OMol25.

Each line ends with the natural charge from an NBO analysis.
Element x y z (Å)
C 0.551 -0.725 -0.258  -0.63
C -0.318 -1.964 0.024  -0.45
C -1.639 -1.623 0.667  -0.08
C -2.680 -1.158 -0.025  0.00
N -2.720 -1.002 -1.423  -0.88
C -1.741 -1.854 2.161  -0.46
C -0.839 -0.950 2.979  -0.15
C -0.012 -1.359 3.926  -0.45
H 1.579 -0.976 -0.490  0.21
H 0.566 -0.055 0.605  0.20
H 0.152 -0.186 -1.093  0.23
H 0.198 -2.643 0.696  0.19
H -0.482 -2.521 -0.881  0.23
H -3.617 -0.916 0.451  0.19
H -3.507 -0.446 -1.765  0.39
H -1.869 -0.691 -1.896  0.42
H -2.755 -1.701 2.516  0.22
H -1.531 -2.889 2.391  0.20
H -0.978 0.105 2.730  0.20
H 0.590 -0.659 4.536  0.20
H 0.073 -2.393 4.218  0.20
H 1.769 2.166 1.470  0.52
H 1.290 3.114 2.606  0.49
O 1.002 2.755 1.750  -1.02
H 1.590 -1.614 1.982  0.49
H 2.562 -1.435 3.081  0.48
O 2.501 -1.403 2.114  -0.94
H 0.909 3.506 -3.122  0.49
H 0.384 3.242 -1.633  0.52
O 0.748 2.792 -2.457  -1.03
H -2.466 -3.083 -1.927  0.49
H -2.936 -4.323 -1.083  0.47
O -2.417 -4.058 -1.880  -0.97
H -0.399 1.392 -3.009  0.50
H -0.118 -0.023 -3.460  0.50
O -0.858 0.532 -3.138  -1.02
H 2.919 1.099 0.050  0.51
H 2.907 0.274 1.422  0.52
O 3.031 1.197 1.024  -1.01
H 2.059 1.742 -1.994  0.52
H 3.538 1.359 -2.178  0.49
O 2.722 1.042 -1.777  -1.00
H 0.382 3.783 0.410  0.49
H -1.006 3.708 -0.161  0.48
O -0.156 4.096 -0.362  -1.00
H -0.740 2.624 1.174  0.51
H -1.723 2.045 0.091  0.49
O -1.561 2.822 0.685  -0.93
H 2.011 -0.234 -2.929  0.51
H 1.513 -1.712 -3.235  0.48
O 1.522 -0.802 -3.581  -0.98

The value obtained for the HOMO-LUMO gap is 0.3118 Ha. The value obtained for the electronic energy is -1093.656513 Ha. As for the structure (SMILES): C=CC/C(=C/N)CC.O.O.O.O.O.O.O.O.O.O. For the relative energy (zero: lowest compared OMol25 entry of this formula, charge and spin), the calculation gives 14.5 kcal/mol. As for the net charge: 0.


The following is a quantum chemistry calculation of 12 unconnected molecules or ions with the total composition C7H34O11 in a non-equilibrium geometry, from OMol25.

Each line ends with the natural charge from an NBO analysis.
Element x y z (Å)
C -1.586 1.540 -1.862  -0.60
C -1.870 0.643 -3.083  -0.43
C -1.003 -0.596 -3.144  -0.02
C -0.206 -0.873 -4.185  -0.41
C 0.032 -1.892 -1.337  -0.41
C -1.080 -1.465 -1.958  0.02
C -2.492 -1.874 -1.550  -0.64
H -0.600 1.959 -1.730  0.18
H -1.848 1.079 -0.860  0.21
H -2.226 2.415 -2.011  0.24
H -2.897 0.260 -2.955  0.21
H -1.721 1.259 -3.943  0.22
H -0.018 -0.235 -5.074  0.20
H 0.240 -1.879 -4.379  0.20
H 0.911 -1.648 -1.869  0.20
H 0.014 -2.493 -0.454  0.20
H -2.896 -2.316 -2.394  0.22
H -2.559 -2.503 -0.813  0.21
H -3.091 -1.044 -1.380  0.21
H 4.127 0.018 0.245  0.49
H 4.236 1.633 0.177  0.49
O 3.662 0.841 0.282  -1.02
H 2.617 -3.579 1.418  0.47
H 2.149 -2.167 1.848  0.51
O 2.314 -2.760 1.152  -0.98
H 1.976 1.262 -0.712  0.49
H 0.920 1.869 -1.681  0.48
O 1.389 1.945 -0.805  -0.97
H 1.853 1.846 1.385  0.49
H 0.496 1.933 1.984  0.50
O 1.456 1.668 2.188  -0.99
H 4.866 -1.806 -0.646  0.49
H 4.112 -1.765 0.708  0.51
O 4.938 -1.401 0.268  -0.96
H -0.768 1.327 2.780  0.49
H -2.050 1.918 2.242  0.49
O -1.225 1.540 2.013  -0.98
H -3.306 2.371 0.588  0.47
H -1.971 2.786 0.415  0.46
O -2.773 3.095 0.084  -0.93
H 3.478 -0.139 1.861  0.48
H 2.181 0.032 2.420  0.49
O 2.844 -0.630 2.376  -0.99
H -2.843 -0.355 1.278  0.51
H -4.142 -0.740 0.352  0.48
O -3.768 -0.083 0.950  -0.99
H -0.256 -0.306 2.077  0.47
H -0.447 -1.551 1.328  0.47
O -0.711 -1.123 2.113  -0.95
H -0.481 -0.021 4.962  0.49
H 0.433 1.180 4.793  0.49
O -0.409 0.825 4.537  -0.96

The value obtained for the HOMO-LUMO gap is 0.3423 Ha. The value obtained for the electronic energy is -1114.639335 Ha. As for the structure (SMILES): C=C(C)C(=C)CC.O.O.O.O.O.O.O.O.O.O.O. For the relative energy (zero: lowest compared OMol25 entry of this formula, charge and spin), the calculation gives 68.6 kcal/mol. As for the net charge: 0.


The following is a quantum chemistry calculation of 12 unconnected molecules or ions with the total composition C7H34O11 in a non-equilibrium geometry, from OMol25.

Each line ends with the natural charge from an NBO analysis.
Element x y z (Å)
C 0.415 -2.975 -0.679  -0.62
C -0.012 -1.815 -1.509  -0.45
C -0.333 -0.525 -0.782  -0.04
C -1.275 -0.401 0.139  -0.42
C 1.391 2.631 -2.248  -0.68
C 0.403 1.673 -1.795  -0.19
C 0.660 0.599 -0.950  -0.24
H 0.812 -3.894 -1.329  0.22
H -0.102 -3.143 0.208  0.22
H 1.477 -2.881 -0.397  0.21
H 0.763 -1.705 -2.265  0.21
H -1.032 -2.153 -2.050  0.20
H -2.003 -1.079 0.307  0.19
H -1.272 0.538 0.731  0.23
H 1.785 3.249 -1.394  0.25
H 2.244 2.141 -2.664  0.22
H 1.104 3.328 -2.965  0.22
H -0.630 1.835 -2.225  0.19
H 1.611 0.625 -0.365  0.22
H -2.741 -2.249 -1.811  0.48
H -3.491 -3.273 -0.915  0.45
O -2.942 -3.149 -1.503  -0.93
H 0.287 2.652 0.790  0.47
H 0.730 3.141 2.068  0.47
O 1.040 3.047 1.176  -0.94
H -2.307 2.719 2.487  0.47
H -1.301 1.689 2.288  0.47
O -1.396 2.628 2.311  -0.94
H -2.836 0.270 -2.638  0.45
H -2.270 -0.254 -4.014  0.48
O -3.103 -0.066 -3.620  -0.95
H -0.042 0.259 -4.878  0.48
H -0.308 -0.974 -4.168  0.48
O -0.496 -0.041 -4.064  -0.93
H 3.164 -1.887 2.167  0.47
H 3.104 -1.073 0.889  0.46
O 3.651 -1.651 1.412  -0.93
H -1.173 -2.804 3.872  0.46
H 0.266 -2.682 3.352  0.48
O -0.420 -3.336 3.482  -0.95
H 3.787 1.705 2.039  0.50
H 2.233 1.568 2.572  0.49
O 2.951 1.154 2.149  -0.99
H 0.281 0.319 4.296  0.49
H 0.673 1.848 4.318  0.47
O 0.067 1.222 3.843  -0.96
H -2.846 1.600 -0.808  0.47
H -1.304 2.136 -0.542  0.49
O -2.145 1.893 -0.050  -0.96
H 0.343 -1.036 1.560  0.48
H 1.635 -0.457 1.923  0.48
O 0.901 -0.965 2.247  -0.97

The value obtained for the HOMO-LUMO gap is 0.3429 Ha. The value obtained for the electronic energy is -1114.510540 Ha. As for the structure (SMILES): C=C(/C=C/C)CC.O.O.O.O.O.O.O.O.O.O.O. For the relative energy (zero: lowest compared OMol25 entry of this formula, charge and spin), the calculation gives 149.4 kcal/mol. As for the net charge: 0.


The following is a quantum chemistry calculation of 11 unconnected molecules or ions with the total composition C7H35NO10 in a non-equilibrium geometry, from OMol25.

Each line ends with the natural charge from an NBO analysis.
Element x y z (Å)
C -3.345 -0.694 -0.118  -0.61
C -2.751 0.535 0.530  -0.40
C -1.560 0.417 1.497  -0.40
C -0.288 -0.011 0.736  -0.54
N 2.319 -0.498 -0.199  -0.67
C 1.814 0.744 -0.286  0.31
C 0.581 1.113 0.200  0.01
C 2.797 1.735 -0.901  -0.68
H -3.899 -0.530 -1.029  0.23
H -4.041 -1.123 0.624  0.22
H -2.591 -1.433 -0.381  0.18
H -2.494 1.280 -0.241  0.19
H -3.552 0.995 1.121  0.22
H -1.381 1.420 1.900  0.20
H -1.702 -0.239 2.359  0.21
H 0.260 -0.728 1.327  0.23
H -0.641 -0.487 -0.210  0.26
H 2.876 -0.725 -1.045  0.46
H 1.660 -1.208 0.064  0.39
H 0.079 2.070 0.031  0.27
H 3.790 1.468 -0.552  0.24
H 2.792 1.644 -2.001  0.26
H 2.640 2.713 -0.435  0.25
H 0.518 -2.739 0.236  0.48
H -1.015 -2.945 0.263  0.51
O -0.244 -2.929 -0.316  -0.96
H 3.466 -0.043 1.933  0.48
H 2.598 1.141 2.552  0.51
O 2.804 0.197 2.583  -0.99
H -2.022 -2.258 3.091  0.48
H -0.736 -2.587 2.335  0.47
O -1.656 -2.862 2.433  -0.94
H -0.937 -0.774 -2.646  0.50
H -1.908 -0.143 -3.737  0.50
O -1.575 -0.068 -2.843  -0.98
H -0.408 -2.623 -2.074  0.54
H 0.200 -2.893 -3.567  0.51
O 0.124 -2.277 -2.828  -1.00
H -0.873 4.077 -0.378  0.49
H -1.732 3.045 0.179  0.48
O -1.085 3.696 0.495  -0.94
H 0.588 2.834 1.599  0.50
H 0.225 1.853 2.762  0.48
O 0.906 2.459 2.424  -0.93
H -0.719 1.257 -2.172  0.50
H -0.747 2.543 -3.036  0.49
O -0.544 2.229 -2.149  -1.00
H 2.250 -1.603 2.835  0.50
H 0.842 -1.205 3.209  0.46
O 1.368 -1.971 2.973  -0.96
H 1.662 -1.728 -2.834  0.51
H 2.745 -0.871 -3.590  0.49
O 2.540 -1.267 -2.724  -1.00

The value obtained for the HOMO-LUMO gap (spin up / spin down) is 0.3844 / 0.3127 Ha. The value obtained for the electronic energy is -1094.572966 Ha. The spin multiplicity is 2. As for the net charge: +1. As for the expectation value of S²: 0.76.


The following is a quantum chemistry calculation of 14 unconnected molecules or ions with the total composition C7H38F3O16S in a non-equilibrium geometry, from OMol25.

Each line ends with the natural charge from an NBO analysis.
Element x y z (Å)
C -0.715 -20.531 -1.051  0.73
F -1.699 -20.430 -0.229  -0.30
F -0.289 -21.855 -1.161  -0.34
F -1.187 -20.077 -2.269  -0.35
S 0.786 -19.407 -0.609  2.27
O 1.731 -19.378 -1.706  -0.99
O 0.183 -18.093 -0.282  -1.00
O 1.498 -19.930 0.568  -1.02
O 6.333 -18.775 -2.743  -0.94
H 6.646 -19.676 -2.660  0.46
H 5.382 -18.843 -2.664  0.48
O 3.170 -23.180 -4.417  -0.95
H 3.394 -22.345 -4.006  0.48
H 2.542 -22.950 -5.101  0.47
O 1.619 -14.333 2.971  -0.94
H 1.109 -14.727 2.263  0.48
H 0.986 -13.805 3.458  0.46
O 2.826 -26.295 -1.479  -0.95
H 2.906 -25.845 -0.638  0.47
H 2.899 -25.599 -2.132  0.48
O 6.485 -20.393 1.283  -0.94
H 6.741 -20.949 0.547  0.46
H 5.531 -20.346 1.229  0.48
O 4.264 -14.831 -2.459  -0.94
H 3.627 -15.424 -2.857  0.47
H 3.734 -14.132 -2.076  0.46
O -3.038 -14.673 0.685  -0.94
H -2.629 -15.480 0.372  0.48
H -3.837 -14.964 1.125  0.46
O -5.977 -20.354 3.859  -0.94
H -5.452 -19.933 4.539  0.47
H -5.334 -20.758 3.276  0.47
O -1.736 -25.555 1.360  -0.94
H -0.903 -25.102 1.492  0.48
H -1.565 -26.169 0.646  0.46
O 2.070 -23.834 2.722  -0.95
H 2.577 -24.019 3.512  0.46
H 2.111 -22.882 2.628  0.48
O 1.371 -19.011 5.087  -0.95
H 1.573 -18.086 5.231  0.47
H 1.421 -19.123 4.138  0.48
C -8.086 -16.303 -4.414  -0.62
C -8.194 -17.076 -3.092  0.08
C -6.862 -17.001 -2.470  -0.65
O -9.259 -16.506 -2.371  -0.70
H -8.041 -15.226 -4.255  0.21
H -8.885 -16.646 -5.072  0.21
H -7.198 -16.637 -4.950  0.20
H -8.381 -18.136 -3.261  0.17
H -6.513 -15.984 -2.289  0.21
H -6.155 -17.446 -3.170  0.23
H -6.745 -17.722 -1.661  0.22
H -8.751 -15.901 -1.826  0.46
C -5.690 -25.658 -5.601  -0.62
C -6.139 -26.007 -4.215  0.10
C -5.962 -24.792 -3.230  -0.64
O -7.456 -26.497 -4.294  -0.71
H -4.667 -25.288 -5.534  0.21
H -6.333 -24.893 -6.035  0.21
H -5.787 -26.526 -6.254  0.21
H -5.516 -26.805 -3.812  0.15
H -6.756 -24.052 -3.327  0.21
H -5.047 -24.265 -3.497  0.22
H -5.902 -25.077 -2.179  0.21
H -7.585 -26.841 -3.406  0.46

The value obtained for the HOMO-LUMO gap is 0.3033 Ha. The value obtained for the electronic energy is -2191.154589 Ha. As for the net charge: -1.